[1]
{
  "formula": "C49H98O28",
  "method": "the ωB97M-V functional and the def2-TZVPD basis",
  "symbols": ["O", "O", "O", "O", "O", "O", "O", "O", "O", "O", "O", "O", "O", "O", "O", "O", "O", "O", "O", "O", "O", "O", "O", "O", "O", "O", "O", "O", "C", "C", "C", "C", "C", "C", "C", "C", "C", "C", "C", "C", "C", "C", "C", "C", "C", "C", "C", "C", "C", "C", "C", "C", "C", "C", "C", "C", "C", "C", "C", "C", "C", "C", "C", "C", "C", "C", "C", "C", "C", "C", "C", "C", "C", "C", "C", "C", "C", "H", "H", "H", "H", "H", "H", "H", "H", "H", "H", "H", "H", "H", "H", "H", "H", "H", "H", "H", "H", "H", "H", "H", "H", "H", "H", "H", "H", "H", "H", "H", "H", "H", "H", "H", "H", "H", "H", "H", "H", "H", "H", "H", "H", "H", "H", "H", "H", "H", "H", "H", "H", "H", "H", "H", "H", "H", "H", "H", "H", "H", "H", "H", "H", "H", "H", "H", "H", "H", "H", "H", "H", "H", "H", "H", "H", "H", "H", "H", "H", "H", "H", "H", "H", "H", "H", "H", "H", "H", "H", "H", "H", "H", "H", "H", "H", "H", "H"],
  "positions_angstrom": [[3.931, 6.006, 5.858], [4.883, 0.655, -7.923], [-8.346, -7.777, 0.221], [-2.720, -0.760, 6.745], [10.034, 3.129, -0.472], [-3.830, -3.788, -6.557], [-6.931, -8.496, -1.505], [3.595, 7.480, -3.503], [-9.165, -9.208, -1.279], [7.053, -1.280, 4.152], [-10.778, -0.721, 2.694], [-1.473, -1.450, -0.724], [-8.568, -1.213, 2.969], [2.806, -9.041, -0.664], [-0.783, 7.435, 1.198], [0.357, -0.649, 0.136], [1.698, 2.124, 11.703], [7.437, -3.131, 2.654], [-6.132, -3.763, -6.758], [2.315, 1.164, 9.874], [-2.755, 7.179, 0.052], [2.169, -0.118, 11.812], [-7.657, 3.196, -4.895], [-4.792, -2.562, -8.186], [-9.352, 0.035, 1.244], [-1.253, 5.451, 0.531], [5.583, -2.839, 3.960], [0.575, -2.301, -1.492], [2.426, 5.739, -4.707], [3.979, -1.364, -7.550], [-9.467, -0.719, 2.333], [9.132, 1.238, -1.493], [-2.447, 1.455, 6.263], [2.348, 8.065, -3.991], [-6.311, -4.758, -5.726], [-0.143, -1.534, -0.817], [-11.244, -1.400, 3.858], [-1.698, 6.742, 0.530], [3.671, 5.557, 3.698], [-3.017, -0.088, 7.926], [-8.032, -8.478, -0.918], [2.758, -10.231, -1.440], [-6.968, 2.258, -5.740], [4.806, -1.073, -6.339], [5.287, 0.333, -6.594], [-0.933, 8.816, 1.435], [-7.323, -7.072, 0.918], [-2.297, -2.403, -1.382], [1.195, 2.181, 13.052], [2.573, -8.426, -3.033], [6.739, -2.454, 3.484], [2.384, -7.968, -1.563], [-3.221, 1.376, 7.528], [8.836, 3.532, -1.103], [2.062, 0.940, 11.182], [-4.864, -3.340, -7.269], [2.676, 0.055, 9.014], [8.399, 2.438, -2.049], [8.202, -0.494, 3.820], [5.094, -4.200, 3.707], [-5.407, 4.007, -5.250], [3.172, -9.750, -2.854], [-6.813, 4.381, -4.696], [-9.185, -10.134, -2.366], [3.525, 6.052, -3.711], [4.972, 5.024, 5.597], [-5.552, 2.495, -5.394], [1.762, -0.418, 0.348], [-2.731, 0.098, 5.611], [1.868, 7.142, -5.119], [-2.505, -3.378, -6.844], [-2.062, 4.374, 0.034], [2.961, 5.928, 4.910], [10.423, 1.871, -1.099], [4.524, -0.510, -8.664], [-8.061, 0.271, 0.667], [4.774, 4.563, 4.188], [-2.260, 3.771, 0.921], [9.195, 0.476, -2.270], [3.187, -7.650, -3.491], [0.341, 1.515, 13.180], [-7.762, -6.867, 1.894], [-3.902, -0.527, 8.386], [1.836, -0.504, 8.603], [-3.698, -0.043, 5.129], [4.498, 5.760, -4.106], [-8.015, 1.228, 0.147], [-11.985, -2.156, 3.597], [3.002, -7.099, -1.339], [-7.205, 2.419, -6.791], [2.492, 6.912, 4.891], [2.951, -10.488, -3.625], [8.629, 2.812, -3.047], [-7.776, -0.513, -0.035], [3.335, 5.497, -2.793], [5.639, -1.770, -6.249], [-9.559, -9.732, -3.308], [-2.032, -0.285, 4.867], [-10.457, -1.841, 4.470], [2.207, 5.192, 5.193], [-3.309, -2.327, -0.983], [1.579, -8.475, -3.476], [1.727, -10.557, -1.576], [4.165, -0.954, -5.466], [8.814, -0.483, 4.722], [-1.386, 1.593, 6.468], [1.822, -0.327, 1.432], [1.684, 5.046, -4.308], [4.234, -9.604, -2.655], [-2.194, -0.113, 8.641], [-7.328, -5.128, -5.854], [4.853, 4.153, 6.242], [2.140, 0.517, -0.065], [8.012, 3.796, -0.440], [4.117, -4.146, 3.226], [5.718, 4.630, 3.647], [10.986, 2.147, -1.990], [1.325, -7.833, -1.344], [5.623, -4.894, 3.053], [4.168, 6.369, 3.168], [-1.497, 9.050, 2.338], [-2.389, -3.558, -7.912], [-11.711, -0.547, 4.352], [-1.762, -3.987, -6.328], [1.984, 1.705, 13.634], [0.095, 9.164, 1.536], [2.959, -1.067, -7.306], [-2.755, 2.303, 5.651], [-7.085, -6.133, 0.418], [-1.482, 3.750, -0.646], [-2.404, -2.074, -2.416], [5.985, 5.360, 5.819], [-6.255, -4.219, -4.781], [-5.606, -5.587, -5.796], [-5.313, 4.472, -6.231], [-7.155, 5.309, -5.154], [-2.314, -2.323, -6.646], [-1.362, 9.371, 0.601], [-7.299, 1.225, -5.634], [-7.365, 0.411, 1.494], [-4.274, 1.572, 7.326], [2.493, 9.122, -4.213], [-4.549, 4.328, -4.659], [-1.981, -3.436, -1.232], [11.070, 1.301, -0.432], [-6.748, 4.452, -3.610], [1.046, 3.220, 13.346], [-2.766, 2.039, 8.263], [4.828, 1.027, -5.890], [-4.973, 2.133, -6.244], [4.049, -2.416, -7.823], [2.744, 5.124, -5.549], [8.750, -0.757, 2.916], [9.040, 4.458, -1.640], [6.371, 0.431, -6.541], [4.924, -4.755, 4.629], [2.357, 7.424, -6.051], [8.635, 0.770, -0.643], [5.448, -0.837, -9.141], [3.905, -0.247, -9.522], [-8.230, -10.647, -2.479], [-9.790, -10.949, -1.971], [4.422, 3.533, 4.126], [-2.988, 4.592, -0.498], [3.196, 0.426, 8.131], [-5.345, 1.994, -4.449], [2.964, 5.089, 3.013], [0.791, 7.025, -5.236], [3.405, -0.635, 9.439], [7.316, 2.317, -2.060], [2.440, -1.256, 0.184], [-6.385, -7.592, 1.110], [7.948, 0.550, 3.637], [1.683, 7.988, -3.132], [3.354, -11.029, -0.998]],
  "forces_ev_per_a": [[2.860, -0.093, 2.465], [-0.258, 1.544, -0.399], [0.172, -1.516, -1.720], [0.627, -1.579, -0.515], [0.019, -1.092, 0.337], [-0.928, -0.899, 1.489], [-3.420, 0.131, 1.872], [-0.688, -0.214, -0.831], [1.408, 1.896, 0.977], [-0.577, -1.321, -1.610], [1.076, -0.262, -1.549], [0.770, 0.100, 0.399], [-0.315, -0.079, -0.473], [0.250, 0.163, -0.824], [-0.042, -0.747, -0.127], [-0.679, -0.646, -1.542], [-0.464, 0.216, -0.718], [-2.375, 3.357, 3.142], [2.318, 0.462, -1.512], [0.010, -0.771, 0.001], [2.596, -1.198, 1.025], [-0.305, 2.178, -1.623], [-0.162, 0.617, -0.440], [-0.245, -0.952, 0.749], [-0.585, 0.209, -0.799], [-0.524, 1.175, -0.623], [-0.886, -1.388, 0.109], [-2.619, 2.273, 1.645], [-0.490, 0.052, -0.453], [-0.817, -1.445, -0.990], [-0.189, 0.177, 1.278], [-0.217, -0.733, -1.082], [0.139, 0.406, -1.831], [0.174, -1.285, 1.008], [0.245, 0.723, -0.194], [2.982, -1.215, 0.188], [0.104, 0.815, 0.243], [-2.199, -0.049, -0.668], [0.812, -1.395, -2.584], [-0.385, 0.940, 0.445], [1.423, -0.686, -1.189], [-1.080, 0.794, -1.116], [-1.040, 0.679, -0.102], [0.301, 0.429, 0.553], [0.444, 0.393, -0.890], [0.405, 1.006, -0.327], [0.187, 0.565, 0.370], [-0.540, 0.139, -0.540], [1.283, -1.499, -0.020], [-1.203, 1.493, 1.197], [3.501, -1.672, -1.984], [-0.064, -0.685, 0.825], [-0.183, -0.182, 0.739], [-0.420, 1.322, -0.243], [0.193, -1.362, 1.189], [-1.548, 0.556, 0.600], [0.625, -0.236, -0.282], [-1.100, 0.623, 0.070], [0.426, 0.404, 0.060], [-0.842, -0.338, -0.358], [-1.056, -0.053, -0.401], [1.891, -1.780, 1.095], [0.882, -1.439, 0.630], [0.746, -1.010, 0.809], [0.575, 0.243, -0.144], [-0.657, -0.536, 1.065], [1.204, -0.195, -0.691], [0.018, -0.531, 1.225], [0.045, -0.208, 0.569], [0.636, -0.890, 0.134], [0.287, 0.167, -1.656], [0.024, -0.580, 0.328], [-1.131, 0.759, 0.402], [0.513, 0.913, 0.255], [1.126, 0.955, 0.756], [0.506, 0.254, 0.898], [-0.460, 0.395, -1.003], [-0.314, -0.093, -0.152], [0.408, -0.163, 0.096], [-0.040, -0.449, -0.560], [-0.321, 0.435, -0.199], [-0.040, 0.139, -0.152], [-0.033, -0.023, 0.120], [-0.364, 0.148, 0.616], [-0.404, 0.735, -0.023], [0.086, -0.056, 0.174], [-0.841, -0.082, -0.089], [0.108, 0.110, -0.191], [-0.334, 0.040, 0.228], [0.185, 0.641, -0.310], [-0.242, -0.023, -0.250], [0.317, 0.072, -0.024], [0.536, -0.917, -0.267], [-0.018, -0.129, 0.318], [0.143, 0.300, 0.355], [-0.212, -0.029, 0.446], [0.055, 0.190, 0.279], [0.475, 0.227, 0.274], [0.112, 0.163, -0.211], [-0.321, -0.283, -0.083], [0.228, 0.269, 0.448], [0.155, 0.095, -0.362], [-0.416, -0.353, 0.603], [0.287, -1.056, 0.248], [0.323, -0.239, -0.296], [0.118, -0.279, -0.093], [-0.098, 0.354, 0.081], [-0.399, 0.548, 0.580], [0.422, -0.218, -0.969], [0.228, -0.470, 0.002], [0.121, 0.032, -0.091], [-0.325, 0.066, 0.471], [-0.360, -0.200, -0.472], [0.329, -0.233, 0.795], [-0.047, 0.597, 0.119], [-0.248, 0.052, -0.346], [0.260, -0.226, -0.181], [0.019, 0.589, -0.023], [0.983, 0.882, -0.008], [-0.247, 0.292, 0.226], [-0.047, -0.351, 0.001], [0.432, 0.272, -0.077], [-0.277, -0.597, 0.713], [-0.595, -0.134, 0.325], [-0.065, 0.333, 0.551], [-0.122, 0.106, 0.243], [-0.180, -0.226, -0.482], [-0.013, 0.001, -0.121], [-0.093, -0.030, -0.069], [0.376, 0.292, 0.066], [0.332, -0.608, -0.228], [-0.279, 0.814, -0.089], [0.187, -0.408, 0.200], [0.059, 0.198, 0.060], [0.173, -0.096, -0.119], [-0.572, -0.288, 0.013], [-0.326, -0.011, 0.128], [-0.225, -0.367, -0.112], [-0.169, 0.075, 0.921], [0.318, -0.579, -0.147], [0.003, 0.275, 0.290], [0.208, -0.228, -0.257], [-0.243, -0.047, 0.198], [0.380, 0.203, -0.328], [-0.166, 0.147, 0.136], [-0.196, 0.529, -0.004], [-0.104, -0.254, -0.369], [-0.600, 0.158, 0.144], [0.052, 0.270, -0.211], [0.631, -0.309, 0.444], [-0.491, -0.131, 0.129], [0.524, 0.535, -0.326], [-0.091, -0.838, 0.266], [0.055, 0.133, -0.189], [0.136, 0.029, 0.191], [0.327, 0.625, 0.362], [-0.305, 0.123, -0.102], [-0.174, 0.280, 0.084], [0.198, -0.867, 0.167], [-0.587, 0.137, 0.494], [0.363, 0.603, -0.318], [-0.593, 0.247, -0.379], [-0.003, 0.021, 0.087], [0.090, 0.786, 0.345], [-0.152, 0.741, 0.217], [0.369, -0.126, -0.135], [0.235, -0.072, -0.369], [0.044, 0.636, -0.083], [-0.348, 0.065, 0.625], [-0.056, -0.064, 0.195], [-0.419, -0.132, -0.883], [-0.208, -0.516, -0.482], [-0.750, -0.053, 0.184], [-0.509, 0.228, -0.047], [0.083, 0.246, -0.065]],
  "charge": 0,
  "de_lowest_kj_mol": 532.8,
  "total_energy_ha": -4032.235240
}



[2]
{
  "formula": "C4Ag4O12Zn2",
  "method": "the ωB97M-V functional and the def2-TZVPD basis",
  "symbols": ["Ag", "Ag", "Ag", "Ag", "Zn", "Zn", "O", "O", "O", "O", "O", "O", "O", "O", "O", "O", "O", "O", "C", "C", "C", "C"],
  "positions_angstrom": [[-34.226, 25.140, -24.861], [-33.396, 23.484, -20.921], [-35.051, 19.868, -21.578], [-31.320, 24.684, -23.140], [-30.428, 21.828, -25.310], [-32.881, 19.848, -24.366], [-31.091, 21.017, -27.109], [-32.453, 24.125, -26.729], [-30.723, 23.761, -25.451], [-32.175, 21.854, -24.031], [-33.645, 23.355, -23.202], [-32.905, 19.905, -26.430], [-34.180, 21.213, -23.519], [-31.825, 25.670, -25.317], [-31.817, 18.908, -22.567], [-33.140, 18.308, -21.092], [-33.807, 18.387, -23.250], [-31.071, 19.808, -25.323], [-32.919, 18.281, -22.336], [-31.638, 24.545, -25.858], [-31.612, 19.993, -26.522], [-33.370, 22.195, -23.647]],
  "forces_ev_per_a": [[0.279, -0.246, 0.497], [-0.024, -0.290, 0.151], [0.162, 0.658, 0.005], [-0.281, 0.007, 0.790], [-2.105, -1.045, -0.951], [-0.182, -0.352, -0.612], [1.141, -0.886, -1.741], [-0.495, 0.322, -0.397], [1.027, 0.148, -0.154], [0.400, 0.530, -0.511], [-0.203, 0.853, -1.177], [0.409, -2.091, -1.740], [-0.617, -0.103, -0.489], [-0.493, -0.168, -0.836], [1.179, -1.271, 0.076], [-0.013, -1.604, 0.019], [-0.076, -1.788, 0.044], [2.549, -1.671, 0.916], [-0.880, 4.449, 0.110], [0.714, -0.484, 0.776], [-3.079, 5.986, 3.759], [0.588, -0.956, 1.465]],
  "charge": 0,
  "de_lowest_kj_mol": 0.0,
  "multiplicity": 5,
  "total_energy_ha": -5201.673185
}



Strongest force on any atom / eV Å⁻¹: 5.18, 7.71